No. 1
77
Properties=species:S:1:pos:R:3:forces:R:3:lowdin_charge:R:1 method="wB97M-V/def2-TZVPD" spin_multiplicity=2 homo_ev="-17.09 / -17.09" de_lowest_kj_mol=134.1 gap_ev="7.10 / 5.53" total_charge=+3 total_energy_ha=-5717.04718
C 4.473743 -1.932561 -3.093310 -0.050 -0.002 -0.004 -0.015
H -1.667066 2.469317 -2.326693 0.003 0.026 -0.011 0.148
H -2.196845 -0.517485 2.277925 -0.042 -0.025 0.012 0.110
H 1.316665 -0.114554 -1.763664 -0.009 0.063 -0.007 0.079
H -2.672731 4.982895 0.103121 0.031 -0.021 -0.031 0.154
H -2.573473 -2.242429 2.116163 0.037 -0.027 0.081 0.147
O 1.562045 -4.293356 1.695381 0.034 0.031 -0.003 -0.215
C 5.360041 2.886686 0.356678 0.011 -0.016 0.005 -0.108
O -0.516071 -4.053571 0.390366 -0.046 0.048 -0.017 -0.256
N -4.558704 1.949176 -1.189512 0.365 0.150 0.181 -0.018
H -1.166613 -2.402286 0.297068 0.075 0.036 -0.138 0.051
H 1.498274 -0.691171 -4.161308 -0.011 -0.035 0.001 0.122
F 2.998640 -4.533233 -0.892530 -0.001 0.033 -0.008 0.160
H 4.455139 -0.684808 5.036038 0.003 0.002 -0.003 0.124
C 2.697913 2.307818 0.646166 -0.105 -0.115 0.084 -0.478
N -3.138525 3.726131 -1.522935 -0.088 -0.560 0.427 0.085
C -4.245305 3.001582 -2.157997 -0.190 0.206 -0.457 -0.073
C 4.934824 -3.145051 2.750722 -0.062 -0.005 0.017 -0.015
C 3.091312 3.626248 0.670578 -0.021 -0.004 0.008 -0.236
H 5.370085 -4.130798 2.660657 0.005 0.003 -0.001 0.132
C 4.409495 -1.206947 4.089727 -0.021 0.019 -0.003 -0.037
C 4.916117 1.570372 0.340135 -0.021 -0.020 0.025 -0.180
H -5.233209 1.757708 0.781538 -0.023 -0.007 -0.016 0.152
H -2.026459 -1.057224 -0.044431 -0.103 0.143 0.174 0.077
C 4.327501 -2.558459 1.649265 -0.025 -0.057 -0.003 -0.062
F 1.375113 -5.968631 -0.901353 -0.004 -0.007 -0.008 0.208
H 3.444112 0.414040 3.078780 0.001 -0.001 0.000 0.113
N -2.249886 1.806160 -0.407818 -0.418 0.230 0.042 -0.098
N -1.326732 -1.426927 0.588188 -0.079 0.465 0.177 -0.071
F 4.846867 5.163392 0.536988 0.004 0.017 0.003 0.206
N 0.450381 -0.768911 2.575300 -0.008 0.151 -0.036 -0.065
C 4.971684 -2.474567 3.964355 0.018 -0.008 -0.012 -0.014
C -0.589054 -1.816347 2.869214 -0.143 0.115 -0.024 -0.141
C -1.792353 -1.492257 1.994707 0.034 -0.040 0.043 -0.184
H -3.709352 0.294000 -0.283979 -0.035 -0.025 -0.039 0.131
F 2.203229 4.598001 0.834161 0.013 0.002 -0.005 0.117
H -0.846631 -1.760064 3.927043 0.024 -0.015 0.008 0.150
F 1.214332 -4.141747 -2.060098 0.006 0.003 0.004 0.168
H 3.504177 -1.857764 -5.001677 0.009 0.021 -0.004 0.129
H -0.159358 -2.795328 2.674703 -0.053 -0.011 -0.046 0.101
O 1.273209 -2.410358 0.169607 -0.277 -0.059 -0.070 -0.528
P 2.982635 -0.457636 0.404625 0.014 0.874 0.649 0.987
H 0.116621 0.091527 3.011121 0.249 0.116 -0.013 0.103
H -3.929354 2.580185 -3.110318 0.044 -0.024 0.024 0.154
C -4.957815 2.551752 0.087190 -0.126 0.054 0.000 -0.100
H -2.975244 1.670117 1.560851 0.011 0.022 0.035 0.128
H -5.824768 3.193538 -0.061653 0.015 0.016 -0.019 0.152
H 1.363552 -0.980292 2.992412 -0.080 -0.222 0.063 0.105
H -1.127771 3.506177 -0.975618 -0.027 0.044 -0.009 0.123
Ir 0.669026 -0.484127 0.589020 1.439 -1.665 -0.673 0.968
C -3.513919 4.401118 -0.270531 -0.042 0.274 -0.055 -0.074
C 2.212962 -0.641925 -2.137812 -0.027 -0.114 0.018 -0.118
S 0.905791 -3.860926 0.508968 -0.030 -0.033 0.092 0.606
F 6.632500 3.159675 0.217668 0.023 0.003 -0.002 0.203
C 2.296065 -0.954501 -3.480640 -0.070 0.032 -0.002 -0.038
H -3.117119 0.632574 -1.933759 0.003 -0.046 0.020 0.145
C -3.405765 1.076729 -0.980458 -0.015 0.038 -0.103 -0.145
Br 0.819411 1.956526 0.873786 -0.516 0.198 -0.088 0.969
C 3.432732 -1.605352 -3.952245 0.044 -0.007 0.018 -0.017
C 3.820869 -0.601701 2.992182 0.074 0.013 0.035 -0.110
H 5.449982 -2.934134 4.818841 -0.010 -0.007 0.002 0.129
H -1.882744 3.042267 1.266738 0.014 -0.025 0.016 0.107
N -3.852656 3.323011 0.658656 0.104 -0.136 -0.006 -0.046
C 1.680559 -4.694564 -0.947947 0.026 -0.012 0.014 -0.672
H 5.356538 -2.425665 -3.476709 -0.009 -0.016 -0.001 0.131
F 5.798460 0.594503 0.188308 0.022 0.004 -0.038 0.151
C 4.443296 3.919431 0.521008 -0.018 0.024 -0.004 -0.108
C 3.785142 -1.282358 1.767533 0.023 -0.181 -0.266 -0.354
H -4.365171 5.056769 -0.441147 -0.034 -0.045 -0.003 0.156
C 4.390061 -1.626033 -1.740933 0.032 0.038 -0.080 -0.048
C -1.939354 2.888780 -1.358734 0.024 0.040 -0.151 -0.115
H -5.094667 3.663303 -2.311675 -0.013 -0.002 0.062 0.158
H 4.276107 -3.097841 0.713296 0.005 0.001 0.000 0.099
H 5.208178 -1.871241 -1.076803 -0.002 0.005 0.004 0.120
C 3.572834 1.254087 0.481679 -0.018 0.019 0.003 -0.288
C -2.698935 2.450121 0.851347 -0.049 0.101 -0.039 -0.172
C 3.253130 -0.982290 -1.270917 0.078 -0.087 0.154 -0.360



No. 2
17
Properties=species:S:1:pos:R:3:forces:R:3:lowdin_charge:R:1 method="wB97M-V/def2-TZVPD" homo_ev="-7.05 / -7.52" de_lowest_kj_mol=349.8 gap_ev="7.79 / 7.77" total_energy_ha=-272.58476
H 2.377502 -0.175149 -0.145735 -0.608 -0.127 -0.162 0.096
H 0.484436 2.038670 -1.014149 -0.154 0.070 -0.082 0.106
C -1.393927 0.931649 -0.611812 -0.439 0.708 -0.088 -0.069
H -2.106610 1.272140 -1.358511 0.151 -0.131 0.069 0.096
H -0.483467 -0.855527 2.045428 0.078 0.137 -0.201 0.110
C -1.646805 -0.055479 0.303822 0.267 -0.223 0.662 -0.125
H 1.348864 -2.486258 0.085297 -0.015 0.162 -0.118 0.076
C 0.931671 -1.738191 -0.611260 -0.141 -0.013 -0.060 -0.129
H -0.137169 -1.971583 -0.700089 0.250 0.333 0.035 0.065
C 0.513966 0.671127 0.652031 0.849 -0.545 0.392 -0.381
H -0.479585 2.640410 0.359134 0.138 -0.382 -0.071 0.120
H 1.215497 1.053298 1.401275 -0.131 0.143 -0.098 0.137
C -0.562631 -0.163190 1.214151 -1.638 0.071 -0.165 -0.061
C -0.172763 1.733196 -0.200895 -0.194 -0.273 -0.264 -0.150
H -2.559350 -0.648220 0.327556 0.254 0.046 -0.007 0.104
H 1.400651 -1.935233 -1.585013 -0.051 -0.007 0.164 0.071
C 1.280664 -0.338661 -0.186234 1.381 0.030 -0.005 -0.066



No. 3
130
Properties=species:S:1:pos:R:3:forces:R:3:lowdin_charge:R:1 method="wB97M-V/def2-TZVPD" homo_ev=-17.13 de_lowest_kj_mol=337.6 gap_ev=8.97 total_charge=+4 total_energy_ha=-2640.23865
C -0.848673 1.898642 -3.355432 0.823 0.248 -0.713 -0.053
H 2.408555 4.366260 -4.113046 0.180 -0.948 0.286 0.093
C -7.716498 -4.795039 -5.427352 -0.372 -1.283 0.007 -0.065
H -1.533573 -2.559649 -0.990581 -0.728 -0.491 0.127 0.086
H 3.808580 2.657466 9.637102 0.407 -0.053 -0.177 0.132
H -5.672523 -5.615493 -6.940215 -0.499 0.674 -0.363 0.147
N 4.440561 -2.110017 -2.021367 -1.481 -0.080 1.584 0.088
H -4.687225 -4.113701 -3.595886 -0.565 0.173 -0.676 0.139
C 1.564228 4.339222 -4.801858 1.169 1.347 -0.480 -0.119
C 7.240702 -5.306394 -2.320947 0.348 -0.762 -0.729 -0.073
H -2.026966 2.822847 -4.860906 0.293 0.242 -0.427 0.175
O -4.179756 1.240937 -2.392845 0.181 0.459 -2.172 -0.171
H -5.428889 -2.958897 -6.708782 0.360 0.305 0.221 0.145
H -3.549298 -1.568020 -2.760483 0.959 0.314 -0.148 0.086
H -0.335614 3.898883 -2.924610 0.041 0.934 -0.822 0.113
H 1.435324 0.747743 9.062602 0.431 -0.234 -0.081 0.143
C -4.665789 -3.680459 -6.416994 -0.106 -1.182 -0.426 -0.058
O 0.716357 3.232968 -4.751907 -1.528 -0.807 3.092 -0.159
H -2.996644 -3.800345 -5.228970 0.687 0.134 0.150 0.166
H 4.501045 -5.519811 -2.251186 0.363 -0.438 -0.233 0.137
O -6.343637 -4.733227 -5.082731 0.650 0.013 -0.466 -0.232
H -0.399165 -3.413550 -1.982477 0.212 0.414 -0.215 0.098
H 0.930587 1.427446 6.550258 0.404 -0.499 0.219 0.146
H 3.143135 0.368404 7.405071 -0.078 -0.652 -0.222 0.160
H 3.350583 -0.928943 9.271442 -0.437 -0.257 -0.040 0.068
H -4.064542 -1.417385 0.946108 0.446 -0.119 -0.115 0.083
H -0.707391 2.664297 3.589343 0.382 0.189 0.435 0.155
H -0.573629 4.272105 1.099574 0.187 0.005 0.235 0.125
H 3.758815 1.806888 7.681908 0.443 0.732 -0.824 0.175
F -0.232274 2.388005 -0.200446 -0.458 -0.289 -0.061 0.114
F 0.480540 0.166743 -0.472723 0.007 0.821 -0.058 0.109
C 3.708990 -0.634275 10.257759 -0.036 0.177 0.007 -0.073
H 2.629755 -1.084154 -5.346102 -0.142 0.089 -0.049 0.108
H 1.092036 5.286009 -4.539677 -0.640 0.060 -0.491 0.096
C 3.932545 -3.565725 -1.908317 0.580 0.834 -0.573 -0.069
H -3.668301 -0.268437 -1.144826 0.158 -0.178 0.115 0.072
O -3.201932 0.243314 1.672846 0.811 0.856 -0.655 -0.200
H 4.763243 -1.813223 -2.931252 -0.114 -0.362 -0.687 0.170
H 1.988845 4.355813 -5.805616 -0.214 0.259 0.046 0.106
C 0.902256 4.500158 2.766058 -0.711 1.051 -0.572 -0.206
H -0.405456 1.062303 -3.895989 -0.396 0.012 -0.342 0.109
O 1.979035 -1.376902 -3.369587 -0.230 -0.895 -0.269 -0.191
H -4.398311 -1.101863 2.592835 -0.392 0.137 0.222 0.100
H -1.614157 0.285802 2.928604 0.177 -0.088 0.488 0.131
H 8.248323 -5.131603 -1.943785 -0.524 0.616 1.007 0.098
C -2.550621 0.820883 2.771066 0.126 1.098 -0.870 -0.171
C -4.540020 0.310964 -1.448942 -0.029 -0.785 2.128 -0.123
H -2.472411 2.376599 1.264963 0.259 -0.071 0.054 0.115
C 1.946739 1.799588 6.419693 1.817 1.009 -1.201 -0.061
O -2.138544 -3.174566 -2.951597 -0.548 0.898 -0.299 -0.164
H 2.021447 6.207823 4.443866 0.145 0.151 -0.001 0.098
H -2.389063 4.037929 -2.710770 0.056 -0.242 -0.030 0.134
H 0.939895 2.917887 -2.592576 0.604 -0.618 -0.444 0.116
O 4.157001 0.724458 10.201686 0.080 0.442 -0.259 -0.174
C -3.591096 -1.062272 1.861446 -1.982 -1.269 0.811 -0.119
H 4.865119 -4.386888 -3.586138 0.647 -0.346 -0.302 0.132
H 3.685608 -3.716572 -0.857429 0.361 0.013 0.001 0.137
C 2.898706 -0.402531 3.622088 0.455 -0.968 -1.539 -0.125
F 0.939404 1.300539 1.450810 -0.037 -0.330 0.500 0.098
H 1.903989 2.882872 6.532629 -0.102 0.024 0.030 0.114
O 0.835262 4.552337 4.156280 -0.431 -1.054 1.444 -0.218
C 2.528033 1.512707 5.003620 -0.769 -1.928 0.330 -0.150
H -0.810123 -1.641518 -2.173046 0.136 -0.029 -0.978 0.070
C 2.188414 1.516127 8.887832 -0.041 0.953 0.438 -0.093
H -2.725040 2.182243 -1.259441 -0.179 -0.229 0.609 0.108
F 1.994694 1.980610 -0.427818 -0.603 -0.587 -0.159 0.109
H 3.429001 0.048772 -3.339415 0.274 0.160 -0.204 0.134
H 1.192798 5.512254 2.484376 0.251 -0.099 -0.882 0.138
H 2.041373 0.395032 -2.349379 0.083 0.039 0.346 0.106
H 1.664540 2.471033 8.845401 -0.273 -0.047 -0.412 0.132
H -8.117356 -5.787944 -5.223553 0.191 -0.328 0.086 0.094
H -0.281507 2.043002 2.132830 1.065 -0.034 -0.368 0.076
H 2.859093 4.680585 4.679165 0.069 -0.141 0.328 0.089
H -3.510525 -2.235666 -5.575348 0.640 0.205 0.136 0.170
H -2.905511 -1.790453 2.294833 0.908 0.250 -0.528 0.101
H -3.793135 3.621379 -3.681775 -0.070 0.002 0.059 0.146
H 1.179736 -0.102363 -4.828667 0.816 0.864 0.198 0.068
N -2.191560 2.312060 -4.005266 0.936 0.747 1.786 0.102
H -3.212052 0.824377 3.637443 0.211 -0.242 0.294 0.138
B 0.778634 1.445033 0.059998 1.252 -0.092 -0.763 -1.235
N -3.777197 -3.160679 -5.269841 -1.988 -0.494 0.160 0.096
H -8.267903 -4.166359 -4.728207 0.060 0.541 -0.649 0.098
H -1.089637 1.514147 -2.364376 0.152 0.420 0.046 0.104
H -1.268473 4.811635 2.683455 0.101 0.129 -0.144 0.139
C 3.226190 1.797846 9.968727 0.781 -1.676 0.302 -0.171
H 3.002923 -3.584562 -2.477128 0.084 -0.087 -0.024 0.122
H -5.241186 -2.393690 -3.939895 -0.189 -0.492 0.071 0.148
N 2.879322 1.336040 7.524136 -1.870 -0.417 1.254 0.096
H -3.859437 -2.985585 -1.860315 -0.251 -0.145 0.143 0.142
H 2.780325 -1.371647 -0.723053 0.328 -0.341 -0.052 0.133
H 3.908884 -0.167178 3.287060 0.046 0.722 -0.172 0.099
O 2.614506 0.072945 4.882133 -0.250 0.949 1.848 -0.188
C -4.410958 -3.097015 -3.875396 0.445 -1.091 -0.629 -0.073
H 0.911841 -1.655777 -5.100777 0.628 -0.970 0.000 0.091
H -2.968616 2.968329 2.839733 0.251 0.118 0.074 0.136
C -0.504711 4.214037 2.185837 0.313 -1.303 1.184 -0.025
C 1.919138 5.203638 4.855244 -0.602 0.338 -1.183 -0.052
H 1.567209 3.732083 2.371093 0.476 0.080 0.046 0.126
H 4.208820 -0.321369 -1.080294 -0.776 0.594 0.155 0.140
H 2.996680 -0.862290 11.050678 -0.425 0.431 -0.128 0.102
C -3.005095 3.206496 -3.053312 -0.625 -0.044 -1.050 -0.053
O 6.242735 -4.350713 -1.941341 -0.660 0.334 -0.395 -0.184
C -5.364967 -5.002805 -6.092796 0.058 0.076 1.951 -0.177
H -4.353762 2.972106 -1.385102 0.324 0.430 0.226 0.153
H 2.817727 2.159226 10.912471 -0.681 -0.351 -0.015 0.144
H 1.631902 5.327826 5.899361 0.087 -0.389 -0.111 0.098
C 4.946154 -4.559896 -2.513019 -0.193 0.840 1.099 -0.189
C -2.277051 2.294357 2.334160 -0.003 0.110 0.199 -0.049
H -4.900819 0.775955 -0.531489 -0.124 0.249 0.095 0.101
N -0.837520 2.750533 2.591478 -2.560 0.834 0.061 0.066
H 2.130940 -0.140573 2.894067 0.133 0.486 -0.151 0.074
H 3.498469 1.956011 4.780402 0.096 0.245 0.326 0.136
C -1.180823 -2.654677 -2.017528 -0.108 -0.515 0.627 -0.071
H -5.331577 -0.380674 -1.737349 0.043 0.283 -0.683 0.107
C 1.730530 -1.037958 -4.731805 -1.186 0.039 0.288 -0.064
H 4.534488 -1.310353 10.480359 0.423 0.577 -0.114 0.103
H -7.854010 -4.690614 -6.503586 -0.305 0.841 0.101 0.098
C -3.577273 2.407040 -1.900738 0.279 -0.131 -0.080 -0.192
H -3.952816 -3.872557 -7.218783 -0.095 0.349 -0.224 0.139
H 6.935136 -6.312918 -2.035239 -0.043 0.006 0.050 0.097
C 3.458814 -0.997957 -1.489932 0.777 -0.666 -1.009 -0.031
H -2.776576 1.518801 -4.225708 -0.178 -0.479 0.083 0.156
H 1.812429 1.842874 4.250621 -0.096 0.446 0.024 0.103
H 5.254894 -2.016307 -1.431305 0.533 -0.433 0.196 0.158
C 0.200965 3.066516 -3.379980 -1.270 -0.956 -0.583 -0.150
C -3.458648 -2.652728 -2.817752 0.820 0.822 0.933 -0.224
C 2.700385 -0.411097 -2.671772 0.530 0.838 -0.076 -0.230
H -4.671424 -5.685373 -5.601671 0.473 -0.007 0.075 0.130
H 7.492748 -5.305482 -3.381399 -0.811 0.112 -0.433 0.092
H 2.931609 -1.491074 3.576399 -0.318 -0.146 0.799 0.098